[1]
Density functional theory data (ωB97M-V/def2-TZVPD) for the ion C4H7N2 with charge +1 at a distorted geometry.

Structure (XYZ):
```
13
Properties=species:S:1:pos:R:3:forces:R:3
C -1.48563 1.11381 -1.04735 2.0031 1.2832 -0.3911
C -0.30597 1.60401 -0.77612 -0.2432 1.3356 1.9693
C -0.38431 -1.14835 0.21928 2.3641 0.8384 0.9849
C 0.74579 1.03997 0.17947 0.9244 2.9095 -1.0040
N 0.54391 -0.30599 0.62666 -0.3053 -0.2946 1.9460
N -0.28109 -2.42800 0.43126 -2.7654 2.4280 -0.7703
H -2.23181 0.55320 -1.50609 -1.0643 -0.5542 -0.2468
H 0.02225 2.70986 -0.77903 -1.0341 -1.2733 -1.0008
H 1.68241 1.12240 -0.42561 -0.3111 -0.5401 0.5776
H 0.93473 1.89143 0.99266 -0.7304 -2.4530 -1.0334
H 1.08333 -0.50124 1.52514 -0.9810 -0.2157 -1.4193
H -0.93738 -2.96501 -0.06506 -0.7816 -1.5405 -0.1473
H 0.61376 -2.68610 0.62481 2.9249 -1.9232 0.5351
```
Positions in Å, forces in eV/Å.

* Kohn-Sham gap (alpha / beta): 7.70 / 6.54 eV
* energy: -265.6367 Ha
* <S²>: 2.0187
* net charge: +1
* 2S+1: 3

Atom charges from the natural (NBO) analysis, given in e for atoms 1 to 8:
1. C -0.086
2. C -0.313
3. C 0.712
4. C -0.284
5. N -0.581
6. N -0.736
7. H 0.225
8. H 0.245

***

[2]
Density functional theory data (ωB97M-V/def2-TZVPD) for a structure of composition C4H7N2O at a distorted geometry.

Structure (XYZ):
```
14
Properties=species:S:1:pos:R:3:forces:R:3
C 0.84519 -0.52256 -0.75109 -0.3083 -1.3499 -0.9443
C -1.27195 0.71085 -0.49455 1.3775 -0.9569 3.2144
C -1.67125 0.04049 0.88855 0.3034 1.4094 -1.7595
C 0.07969 -0.56463 1.51715 -3.2950 3.2186 4.3223
N -0.14195 0.22619 -1.21486 1.6541 -1.0440 -0.3573
N 0.93585 -0.92063 0.50666 -0.1005 -0.3187 -2.6456
O -2.83764 0.22906 1.18936 4.0348 -1.5857 0.6959
H 1.47838 -0.99291 -1.53720 -0.0399 0.6657 1.0041
H -2.04512 0.65273 -1.12182 -3.3885 -0.5067 -2.2083
H -1.11964 1.73263 -0.34714 0.1327 1.8910 0.7817
H 0.59933 0.36374 2.00727 -1.7434 -1.1742 -0.4909
H 0.09688 -1.35338 2.32038 -0.6029 0.7735 -0.9620
H -0.18792 0.42710 -2.21877 0.4985 -0.2630 0.5872
H 1.52633 -1.60009 0.92459 1.4775 -0.7590 -1.2376
```
Positions in Å, forces in eV/Å.

* Kohn-Sham gap: 9.76 eV
* energy: -341.0188 Ha
* net charge: +1

Atom charges from the natural (NBO) analysis, given in e for atoms 1 to 8:
1. C 0.391
2. C -0.349
3. C 0.625
4. C -0.318
5. N -0.501
6. N -0.550
7. O -0.426
8. H 0.255

***

[3]
Density functional theory data (ωB97M-V/def2-TZVPD) for the ion C4H7N2O with charge +1 at a distorted geometry.

Structure (XYZ):
```
14
Properties=species:S:1:pos:R:3:forces:R:3
C 0.95592 -1.58101 -0.28027 -1.2546 -0.1336 -0.6792
C -2.37525 -1.40862 0.34611 1.2779 -1.6152 -2.1861
C -0.47589 0.02782 0.60078 1.0370 -1.8530 0.5228
C 2.15531 0.41766 0.14483 -1.4037 2.1409 1.0532
N 0.88581 -0.33859 0.08189 0.8793 -1.1860 -0.0081
N -1.12351 -1.21005 0.08480 -2.6399 1.1476 1.1410
O 1.15905 -2.62180 -0.70048 0.5401 0.7680 0.4503
H -3.00619 -0.76374 0.91580 -0.2178 0.6500 0.4779
H -2.89342 -2.29139 -0.16659 0.9792 1.1031 1.0198
H -0.48709 0.08553 1.72095 0.1196 0.0182 -0.9883
H -0.70680 0.96833 0.14219 -0.6717 0.3502 -0.3178
H 1.78277 1.50851 0.21974 1.1124 -1.6617 0.1402
H 2.71383 0.06262 1.00760 0.0878 0.5015 0.0941
H 2.73922 0.32159 -0.74286 0.1544 -0.2299 -0.7198
```
Positions in Å, forces in eV/Å.

* Kohn-Sham gap: 11.60 eV
* energy: -341.0396 Ha
* net charge: +1

Atom charges from the natural (NBO) analysis, given in e for atoms 1 to 8:
1. C 1.008
2. C 0.061
3. C -0.051
4. C -0.413
5. N -0.435
6. N -0.467
7. O -0.309
8. H 0.192

***

[4]
Density functional theory data (ωB97M-V/def2-TZVPD) for the ion C4H7N2O2 with charge +1 at a distorted geometry.

Structure (XYZ):
```
15
Properties=species:S:1:pos:R:3:forces:R:3
C -0.08800 1.69314 0.21107 0.0578 -2.3955 -4.0430
C 0.68014 0.36843 -0.17524 -2.3279 -0.2581 1.8109
C -1.40364 -1.06749 0.40959 1.8823 -1.1579 2.8886
C -2.50628 -0.16714 0.43831 1.2954 1.5218 0.7509
N -1.47311 1.91519 -0.25676 0.9446 1.6057 -0.5942
N -0.24559 -0.79750 -0.53194 -0.2559 -0.6966 1.3111
O -2.59430 -1.38938 -0.17520 -1.8149 0.1515 -2.2205
O -2.47602 1.04334 -0.16393 -0.8608 -1.1137 -0.5724
H -0.06112 1.71439 1.21082 0.0569 0.6715 3.9358
H 0.58399 2.42181 -0.27212 -1.0118 0.4542 0.5178
H 1.27020 0.43625 -1.01405 1.3978 0.5437 -1.9098
H 1.29952 0.08073 0.67270 -0.0858 -0.2604 -0.0662
H -1.26662 -1.71082 1.30224 1.1104 0.5297 -0.7032
H -0.77245 -0.59692 -1.38296 0.6093 -0.1710 -0.6761
H 0.37754 -1.63714 -0.60116 -0.9974 0.5752 -0.4297
```
Positions in Å, forces in eV/Å.

* Kohn-Sham gap (alpha / beta): 9.32 / 8.91 eV
* energy: -416.0737 Ha
* net charge: +1

Atom charges from the natural (NBO) analysis, given in e for atoms 1 to 8:
1. C -0.327
2. C -0.217
3. C 0.095
4. C 0.506
5. N 0.027
6. N -0.531
7. O -0.395
8. O -0.275

***

[5]
Density functional theory data (ωB97M-V/def2-TZVPD) for a cluster of 2 separate species, C4H7N2O2 in total at a distorted geometry.

Structure (XYZ):
```
15
Properties=species:S:1:pos:R:3:forces:R:3
C -1.33911 0.46755 -0.62458 -1.4361 -1.9602 0.9680
C 2.26179 -1.95046 1.92608 -2.3690 0.2579 0.6883
C -0.40164 -1.00007 1.14158 0.7012 -0.8856 0.1560
C -0.78969 1.30636 -1.66824 2.1844 1.6189 1.7719
N -2.51892 0.22517 -0.44768 0.0697 0.8714 -1.0759
N -0.17442 -0.11177 0.27817 -2.7686 1.3673 -1.4782
O 1.57770 -1.08944 1.42184 0.6745 0.1198 -0.3152
O -0.95075 -1.76040 1.79444 -0.1746 0.4154 -0.0601
H 3.24319 -1.74751 2.14904 2.7881 0.2813 0.0984
H 1.80308 -2.82440 2.34565 -0.2924 -0.9700 -0.0049
H 0.16516 1.06576 -2.10146 0.3576 -0.4822 -0.0390
H -0.65532 2.25543 -1.12922 0.4668 0.1573 -0.0832
H -1.44852 1.59795 -2.39141 -2.0308 -0.0059 -1.9174
H -3.19511 -0.21197 0.12832 0.1693 -0.5711 0.8723
H 0.66721 0.12712 -0.17246 1.6600 -0.2142 0.4189
```
Positions in Å, forces in eV/Å.

* Kohn-Sham gap: 10.02 eV
* energy: -416.2588 Ha
* net charge: +1

Atom charges from the natural (NBO) analysis, given in e for atoms 1 to 8:
1. C 0.498
2. C 0.375
3. C 1.016
4. C -0.706
5. N -0.605
6. N -0.679
7. O -0.540
8. O -0.359

***

[6]
Density functional theory data (ωB97M-V/def2-TZVPD) for the ion C4H7N2O3 with charge +1 at a distorted geometry.

Structure (XYZ):
```
16
Properties=species:S:1:pos:R:3:forces:R:3
C -1.34010 0.70348 -0.48773 -0.7115 -1.0029 0.2161
C 0.95191 -0.55705 0.18317 -0.2385 -0.1669 0.2675
C -1.29631 1.94421 -0.79511 -0.0378 0.6822 -0.2408
C 2.15229 -0.92867 -0.59169 0.0307 -0.1027 -0.3480
N -1.35445 -0.51678 -0.21071 0.4863 1.2155 -0.1177
N 0.99719 0.23370 1.14758 0.6201 0.8837 0.9286
O -0.14629 0.54532 1.85970 -0.1802 -0.4041 -0.2447
O -0.21156 -1.25199 -0.24889 0.0399 -0.6874 -0.0904
O -2.46057 -1.20519 0.08983 -0.5869 -0.2019 -0.1526
H 0.17317 1.04814 2.62736 0.1111 -0.1751 -0.3189
H -1.10138 2.71341 -0.06021 0.0809 -0.0943 0.2628
H -1.46592 2.28893 -1.80809 -0.0468 -0.1856 -0.1488
H 2.13619 -1.99385 -0.81135 0.0598 -0.0709 0.0066
H 3.04491 -0.67544 -0.02940 -0.0314 0.0027 0.0499
H 2.16480 -0.38874 -1.54021 -0.0038 -0.0479 -0.0243
H -2.24390 -1.95949 0.67575 0.4081 0.3559 -0.0454
```
Positions in Å, forces in eV/Å.

* Kohn-Sham gap: 10.13 eV
* energy: -491.3408 Ha
* net charge: +1

Atom charges from the natural (NBO) analysis, given in e for atoms 1 to 8:
1. C 0.362
2. C 0.455
3. C -0.322
4. C -0.668
5. N 0.257
6. N -0.139
7. O -0.573
8. O -0.311

***

[7]
Density functional theory data (ωB97M-V/def2-TZVPD) for an isolated molecule of C4H7N2OP at a distorted geometry.

Structure (XYZ):
```
15
Properties=species:S:1:pos:R:3:forces:R:3
C -0.10356 -1.24711 -0.53135 -1.5786 3.4803 0.5274
C -0.99150 -0.22578 -0.18535 2.8253 0.2815 0.1931
C 1.21302 -0.75356 -0.38862 1.2161 -0.3425 1.7710
C -2.46826 -0.23124 -0.00214 -1.6895 -3.0156 -0.7793
N -0.21202 0.87516 0.21963 -2.0474 -0.8401 -1.0021
N 1.15303 0.60549 0.14806 -1.6627 -2.4040 -0.2441
O 2.26535 -1.37247 -0.45015 0.0405 0.2873 -0.6023
P 2.54920 1.55430 -0.03966 1.4763 1.2818 0.2730
H -0.32144 -2.22027 -0.77479 -0.4813 -1.8970 -0.6087
H -2.72679 -1.31822 0.35999 0.4293 2.0630 -0.3484
H -3.19419 -0.14712 -0.88497 1.6896 0.1783 0.6546
H -2.84725 0.45620 0.71763 0.0382 0.5640 0.7441
H -0.70799 1.68310 0.56291 1.0438 0.3202 0.1153
H 3.40508 0.38064 -0.06938 -0.6281 0.7062 0.0163
H 2.98731 1.96087 1.31821 -0.6716 -0.6635 -0.7097
```
Positions in Å, forces in eV/Å.

* Kohn-Sham gap: 8.69 eV
* energy: -682.6494 Ha
* net charge: 0

Atom charges from the natural (NBO) analysis, given in e for atoms 1 to 8:
1. C -0.422
2. C 0.239
3. C 0.595
4. C -0.675
5. N -0.392
6. N -0.552
7. O -0.637
8. P 0.461

***

[8]
Density functional theory data (ωB97M-V/def2-TZVPD) for a cluster of 2 separate species, C4H7N2OS in total at a distorted geometry.

Structure (XYZ):
```
15
Properties=species:S:1:pos:R:3:forces:R:3
C 0.56714 -2.10039 0.50324 1.6815 -1.1649 0.7501
C 0.97287 -2.28714 -0.79499 -1.9102 3.2740 1.9323
C 0.23167 -0.85141 1.14319 0.2486 -1.0209 1.4312
C -1.09098 3.51937 0.40763 4.9283 -1.3104 2.4898
N -0.05192 0.20583 0.54038 -1.0544 3.4592 0.5496
N 1.10564 -1.30661 -1.72226 0.0177 -4.9948 -3.3447
O 0.03914 3.30104 0.56368 -4.1943 1.2200 -1.7612
S -2.67859 3.43875 0.83175 -1.0371 0.8864 -0.3432
H 0.79459 -2.94413 1.17163 -0.6896 0.2295 -0.3735
H 0.88853 -3.22418 -1.19205 0.7195 -2.5277 -0.8418
H 0.13120 -0.72653 2.28151 0.3584 -0.9040 -1.5856
H 1.03609 -0.38376 -1.52802 -0.0223 2.8768 0.3277
H 0.98987 -1.69135 -2.71603 0.5039 1.6100 2.0710
H -0.05190 0.22533 -0.44603 -0.0009 -0.5966 -1.0082
H -2.88336 4.82518 0.95638 0.4511 -1.0365 -0.2935
```
Positions in Å, forces in eV/Å.

* Kohn-Sham gap: 4.11 eV
* energy: -739.1544 Ha
* net charge: +1

Atom charges from the natural (NBO) analysis, given in e for atoms 1 to 8:
1. C -0.438
2. C 0.111
3. C 0.141
4. C 0.599
5. N -0.749
6. N -0.767
7. O -0.191
8. S 0.327

***

[9]
Density functional theory data (ωB97M-V/def2-TZVPD) for the ion C4H7N2S with charge +1 at a distorted geometry.

Structure (XYZ):
```
14
Properties=species:S:1:pos:R:3:forces:R:3
C 0.59601 0.26341 -0.00650 -1.1908 -1.8768 1.4663
C 3.13713 -0.12451 -0.01283 -3.1454 -1.5949 3.0869
C -1.69645 -0.50088 -0.35653 -1.1688 -0.9076 1.6147
C -1.89097 0.87127 0.20613 2.0743 0.7141 -0.8906
N 1.90049 0.13277 -0.03067 -2.1803 -0.0359 -0.5383
N -0.46878 -0.93559 0.18904 5.6869 4.4758 -0.0233
S -0.28550 1.79939 0.08751 1.2889 -2.1185 -0.6168
H 3.77143 0.26464 -0.69385 2.0132 0.9771 -2.5611
H 3.47842 -0.79170 0.79263 0.3329 0.6116 -0.0850
H -2.38822 -1.26283 0.09283 -0.2047 0.9971 -0.9811
H -1.64920 -0.43784 -1.39519 -0.5248 -0.3914 -1.9707
H -2.50634 1.61924 -0.17429 -1.7938 0.4278 -1.3408
H -1.98410 0.92285 1.20938 -0.9030 -0.6040 3.4030
H -0.01393 -1.82022 0.09234 -0.2846 -0.6744 -0.5631
```
Positions in Å, forces in eV/Å.

* Kohn-Sham gap (alpha / beta): 8.47 / 8.47 eV
* energy: -663.9611 Ha
* net charge: +1

Atom charges from the natural (NBO) analysis, given in e for atoms 1 to 8:
1. C 0.312
2. C 0.144
3. C -0.247
4. C -0.459
5. N -0.396
6. N -0.541
7. S 0.394
8. H 0.208

***

[10]
Density functional theory data (ωB97M-V/def2-TZVPD) for a cluster of 2 separate species, C4H7N2S in total at a distorted geometry.

Structure (XYZ):
```
14
Properties=species:S:1:pos:R:3:forces:R:3
C -0.59116 1.52775 -1.02112 -0.9176 -0.5439 -0.3910
C -1.91594 1.25146 -0.88708 0.7591 -0.5794 2.0098
C 0.22059 0.51998 -0.54355 -1.3921 -1.3738 1.4023
C 0.50102 -2.15486 1.24824 -2.0263 1.8387 0.5712
N -0.50065 -0.43594 0.06064 2.9522 -2.2512 1.3276
N 1.56211 0.53360 -0.59103 2.6419 -0.7323 2.8947
S -2.09602 -0.10818 0.14234 -0.5561 -0.2584 -1.0871
H -0.02168 2.34734 -1.27166 0.0760 2.2836 -1.3787
H -2.80107 1.80833 -0.93660 -0.8303 1.1116 -0.7564
H 0.50754 -3.06399 0.61491 -0.3699 0.9402 0.1509
H 1.47087 -1.65385 1.40377 -0.7265 -0.2715 -0.0920
H -0.28897 -2.02938 2.09945 1.6812 -0.4059 -1.8294
H 2.00171 1.48567 -0.58838 -0.6584 -1.3283 -0.2648
H 1.95164 -0.02794 0.27009 -0.6332 1.5707 -2.5571
```
Positions in Å, forces in eV/Å.

* Kohn-Sham gap (alpha / beta): 6.98 / 6.98 eV
* energy: -663.9402 Ha
* net charge: +1

Atom charges from the natural (NBO) analysis, given in e for atoms 1 to 8:
1. C -0.302
2. C -0.312
3. C 0.380
4. C -0.106
5. N -0.619
6. N -0.758
7. S 0.714
8. H 0.244

***

[11]
Density functional theory data (ωB97M-V/def2-TZVPD) for a cluster of 2 separate species, C4H7N2S in total at a distorted geometry.

Structure (XYZ):
```
14
Properties=species:S:1:pos:R:3:forces:R:3
C -0.27383 -1.35046 0.09958 -2.4239 -1.8557 -0.2724
C -1.91955 -1.04692 -0.37490 -1.6329 1.8542 0.1399
C 2.64541 0.64498 0.49130 0.7229 -0.6041 -1.2105
C -0.84582 0.03442 0.25506 1.0066 0.5335 -3.4797
N -1.11240 -2.24879 -0.12360 2.3709 -0.2791 -0.2376
N -0.38396 1.08739 -0.51357 -0.9251 -0.1132 3.2884
S 3.10763 -0.77613 -0.22301 -1.0306 1.8376 1.2046
H -2.73528 -1.03806 0.42370 0.8983 -0.0609 -1.2864
H -2.20897 -0.70711 -1.42797 0.6040 -1.0746 1.4652
H 2.81474 1.61455 -0.01430 0.0856 -0.5760 0.0441
H 2.21005 0.80600 1.48142 0.0420 -0.6703 -0.0269
H -1.18851 0.12526 1.23862 0.1065 1.1674 1.5464
H -0.13898 1.86138 0.11394 0.0783 -0.0314 -1.2451
H 0.02948 0.99347 -1.42626 0.0975 -0.1275 0.0700
```
Positions in Å, forces in eV/Å.

* Kohn-Sham gap: 6.38 eV
* energy: -663.8519 Ha
* net charge: +1

Atom charges from the natural (NBO) analysis, given in e for atoms 1 to 8:
1. C 0.462
2. C -0.197
3. C -0.471
4. C -0.023
5. N -0.241
6. N -0.731
7. S 0.125
8. H 0.277

***

[12]
Density functional theory data (ωB97M-V/def2-TZVPD) for the ion C4H7N2S with charge +1 at a distorted geometry.

Structure (XYZ):
```
14
Properties=species:S:1:pos:R:3:forces:R:3
C -1.87564 -0.05675 0.42155 -0.9989 0.6114 -0.4876
C -0.88918 -0.90847 0.07569 -0.9245 -1.9712 2.5909
C -0.35407 1.23009 -0.38940 -0.1364 -5.9702 1.2514
C 1.46459 -0.64804 -0.52056 4.1524 0.4050 0.5708
N -1.58008 1.27110 0.12531 2.6585 -3.3800 -1.1528
N 0.14923 -0.21690 -0.35755 -2.5593 6.5909 -0.5352
S 2.73088 0.60142 0.31710 -1.4720 -1.5106 -0.4165
H -2.82905 -0.32753 0.70058 -1.7787 -0.3829 0.8615
H -0.85464 -1.97273 0.47627 0.0766 1.4656 -1.2545
H 0.23042 1.99574 -0.64961 2.1306 2.7540 -1.0645
H 1.66463 -1.57452 0.12823 -0.5386 1.0808 -1.8283
H 1.85776 -0.60095 -1.56453 -0.7841 -0.8419 0.7951
H -2.20505 2.04789 0.13209 -0.3186 0.5729 0.1469
H 2.46571 -0.13379 1.40315 0.4931 0.5764 0.5227
```
Positions in Å, forces in eV/Å.

* Kohn-Sham gap: 9.14 eV
* energy: -664.0054 Ha
* net charge: +1

Atom charges from the natural (NBO) analysis, given in e for atoms 1 to 8:
1. C -0.071
2. C -0.006
3. C 0.289
4. C -0.315
5. N -0.430
6. N -0.328
7. S -0.022
8. H 0.244

***

Calculated values (eV) of energy above the lowest of the compared OMol25 structures with the same formula, charge and spin for the records, taken in order: 2.389 3.196 2.629 7.784 2.747 7.370 2.386 4.070 3.092 3.659 6.062 1.886.